1.
{"formula": "C5H5O2S", "method": "ωB97M-V with the def2-TZVPD basis set", "gap_ev": 5.0779, "molar_mass_g_mol": 129.16, "e_above_lowest_kj_mol": 242.2, "lumo_energy_ev": 3.46, "e_homo_ev": -1.615, "total_charge": -1, "elements": ["C", "C", "C", "C", "C", "O", "O", "S", "H", "H", "H", "H", "H"], "positions_angstrom": [[0.1596, 1.3377, 1.0111], [0.9393, 0.1146, 0.6476], [-1.0978, 1.4914, 1.2932], [0.2336, -1.0916, 0.1270], [0.3560, -1.1189, -1.4011], [2.1677, 0.1801, 0.7180], [-2.2388, 1.6049, 1.5719], [-0.7718, 0.0148, -2.2063], [0.8088, 2.1892, 1.1581], [0.7447, -1.9856, 0.5038], [-0.8186, -1.1168, 0.4223], [1.3580, -0.8356, -1.7360], [-1.8406, -0.7843, -2.1096]], "forces_ev_per_a": [[1.2, 0.2, -0.1], [0.4, -0.4, -0.1], [-2.3, -0.3, 0.3], [0.4, -0.2, 0.1], [0.0, 0.1, -0.2], [-0.6, 0.2, 0.2], [1.7, 0.0, -0.4], [-0.1, 0.1, 0.2], [-0.2, 0.3, 0.1], [-0.1, 0.1, 0.2], [0.0, 0.0, 0.0], [0.0, -0.1, 0.1], [-0.3, 0.0, -0.3]]}


2.
{"formula": "ClFN2O3", "method": "ωB97M-V with the def2-TZVPD basis set", "gap_ev": 10.8898, "molar_mass_g_mol": 130.46, "smiles": "O=[N+]([O-])Cl.O=NF", "e_above_lowest_kj_mol": 12.4, "lumo_energy_ev": -1.14, "e_homo_ev": -12.026, "total_charge": 0, "elements": ["O", "N", "O", "Cl", "O", "N", "F"], "positions_angstrom": [[-0.7446, -0.5278, -1.4097], [0.3762, -0.6102, -1.0525], [1.1103, 0.2115, -0.5753], [1.0135, -2.3301, -1.3258], [-0.4664, 2.0718, 1.0976], [-0.5418, 0.9365, 0.9534], [-0.7473, 0.2484, 2.3122]], "forces_ev_per_a": [[-0.3, 0.4, 0.0], [0.5, 0.1, -0.1], [0.0, -1.4, -0.9], [0.3, 0.6, 0.3], [-0.1, -2.7, -0.2], [-0.6, 2.6, 1.4], [0.1, 0.4, -0.5]]}


3.
{"formula": "C4H6IN", "method": "ωB97M-V with the def2-TZVPD basis set", "gap_ev": [7.7883, 8.2372], "molar_mass_g_mol": 195.00, "e_above_lowest_kj_mol": 710.0, "lumo_energy_ev": [-0.99, -0.45], "e_homo_ev": [-8.779, -8.683], "total_charge": 0, "elements": ["C", "C", "C", "C", "N", "I", "H", "H", "H", "H", "H", "H"], "positions_angstrom": [[-2.0876, 1.2114, 0.6710], [-0.9459, 0.6117, 0.7116], [-0.7501, 1.9253, 0.1129], [1.3815, -1.4867, -0.8071], [1.5024, -1.1706, 0.5993], [1.3045, -2.7883, 1.7706], [-3.2345, 1.3157, 0.7280], [-0.3068, 1.7993, -0.9209], [-0.5569, 2.9028, 0.5381], [1.6834, -2.4476, -1.1179], [0.2880, -1.3870, -0.9804], [1.7220, -0.4861, -1.3051]], "forces_ev_per_a": [[-1.4, -0.5, -0.5], [-0.9, 0.0, 1.4], [0.7, 0.1, -1.9], [-1.6, 3.9, 0.5], [0.4, -0.2, 0.0], [0.0, -0.2, 0.1], [2.4, -0.1, -0.2], [-1.0, 0.7, 0.8], [0.3, -0.2, 0.5], [0.9, -0.8, -0.7], [0.2, -0.4, -0.2], [0.2, -2.3, 0.3]]}


4.
{"formula": "C17H24Cl48GaOP2S", "method": "ωB97M-V with the def2-TZVPD basis set", "gap_ev": 5.3850, "molar_mass_g_mol": 2109.86, "lumo_energy_ev": 1.33, "e_homo_ev": -4.054, "total_charge": -1, "elements": ["C", "P", "O", "Ga", "P", "S", "H", "H", "H", "H", "H", "H", "H", "H", "C", "Cl", "Cl", "Cl", "H", "C", "Cl", "Cl", "Cl", "H", "C", "Cl", "Cl", "Cl", "H", "C", "Cl", "Cl", "Cl", "H", "C", "Cl", "Cl", "Cl", "H", "C", "Cl", "Cl", "Cl", "H", "C", "Cl", "Cl", "Cl", "H", "C", "Cl", "Cl", "Cl", "H", "C", "Cl", "Cl", "Cl", "H", "C", "Cl", "Cl", "Cl", "H", "C", "Cl", "Cl", "Cl", "H", "C", "Cl", "Cl", "Cl", "H", "C", "Cl", "Cl", "Cl", "H", "C", "Cl", "Cl", "Cl", "H", "C", "Cl", "Cl", "Cl", "H", "C", "Cl", "Cl", "Cl", "H"], "positions_angstrom": [[-1.1215, -0.6496, 3.0619], [-1.3613, 1.1390, 2.6543], [-1.2975, 1.1793, 0.9728], [-3.6342, 1.4411, 3.2093], [-4.8050, -0.3866, 2.1777], [-4.4773, -0.6505, 0.2289], [-1.8731, -0.9275, 3.8342], [-1.3188, -1.2828, 2.1784], [-0.1201, -0.8613, 3.4687], [-0.7565, 1.9328, 0.6852], [-4.1906, 2.8500, 2.7343], [-3.7250, 1.2001, 4.7713], [-4.3519, -1.5476, 2.8428], [-6.1878, -0.4239, 2.4842], [-4.1780, 3.6253, 7.5083], [-5.5286, 2.5942, 7.0420], [-3.8677, 3.4927, 9.2509], [-2.7297, 3.2624, 6.5855], [-4.4550, 4.6514, 7.3013], [-0.6220, -0.0054, -2.4252], [-1.8346, 0.9760, -3.2351], [-0.3572, -1.5172, -3.3157], [0.9038, 0.8763, -2.2532], [-0.9986, -0.2561, -1.4390], [1.7032, 1.5599, -6.6477], [3.4069, 1.1907, -6.9583], [0.9586, 0.2842, -5.6985], [1.5547, 3.1397, -5.8588], [1.2006, 1.6215, -7.6043], [4.0892, -0.5498, -0.6939], [2.9735, -0.7484, 0.6487], [4.2187, 1.1472, -1.1552], [5.6805, -1.2202, -0.3092], [3.6971, -1.0949, -1.5437], [-0.0265, -4.0792, 6.8278], [-1.5861, -3.4319, 6.3517], [-0.1995, -5.2676, 8.1311], [0.8148, -4.7867, 5.4499], [0.5675, -3.2618, 7.2145], [4.0244, 5.2684, -7.4558], [5.7363, 4.9763, -7.1565], [3.6876, 7.0017, -7.5589], [3.5015, 4.4398, -8.9180], [3.4608, 4.8656, -6.6239], [-5.4852, -1.5945, 6.8203], [-5.0211, -3.0842, 5.9972], [-4.1511, -0.9556, 7.7794], [-6.0697, -0.3939, 5.6857], [-6.2997, -1.8407, 7.4890], [-0.2185, 5.1808, -1.6658], [-1.9143, 5.6616, -1.6082], [0.0952, 3.8432, -0.5708], [0.2241, 4.7191, -3.3170], [0.3848, 6.0251, -1.3600], [8.8655, 8.1327, -8.5039], [9.6562, 6.5684, -8.7167], [7.2018, 7.9268, -7.9716], [9.7752, 9.1444, -7.3776], [8.8545, 8.6323, -9.4640], [6.8845, 2.2979, -10.5374], [6.1998, 3.3842, -11.7501], [8.2495, 3.0585, -9.7181], [5.6557, 1.7978, -9.3806], [7.2493, 1.4162, -11.0482], [1.5378, -1.3185, 9.5380], [-0.0289, -0.7895, 8.9330], [1.3490, -2.5093, 10.8261], [2.5155, -1.9759, 8.2207], [2.0572, -0.4601, 9.9439], [-0.1387, -6.5763, 1.8014], [1.3929, -6.5130, 2.6846], [-1.4901, -6.7666, 2.9173], [-0.3475, -5.1512, 0.7934], [-0.1097, -7.4451, 1.1569], [-0.7354, -4.9241, -5.8734], [-2.2794, -5.7717, -5.7994], [0.0277, -4.9114, -4.2823], [0.3102, -5.7029, -7.0688], [-0.9281, -3.9020, -6.1767], [-0.7748, -7.8972, 10.6369], [-0.2637, -9.5580, 10.9494], [-2.5317, -7.7705, 10.6260], [-0.0703, -6.7916, 11.8173], [-0.4127, -7.6174, 9.6556], [-7.9565, 4.2841, 3.9278], [-7.2409, 2.6936, 4.0865], [-9.7246, 4.2026, 3.9372], [-7.3862, 5.3827, 5.1922], [-7.6486, 4.6932, 2.9739], [0.8358, -3.6883, -10.7012], [1.1847, -5.4072, -10.5626], [-0.8020, -3.3224, -10.1588], [2.0297, -2.7618, -9.7966], [0.9171, -3.4109, -11.7442]], "forces_ev_per_a": [[-0.4, -0.5, 0.1], [0.0, 0.5, 0.5], [0.4, 0.1, -0.6], [0.1, 0.1, 0.0], [0.4, 0.2, -0.3], [-0.1, 0.0, -0.2], [0.5, 0.1, -0.4], [0.1, 0.2, 0.3], [-0.3, 0.0, -0.3], [-0.3, -0.5, 0.4], [-0.1, -0.1, -0.1], [0.0, -0.1, 0.0], [-0.3, 0.0, 0.3], [0.0, -0.2, 0.1], [0.0, 0.0, -0.1], [0.2, 0.1, 0.2], [0.0, 0.0, 0.0], [0.0, 0.0, 0.1], [0.0, 0.0, 0.0], [-0.1, 0.1, 0.0], [0.0, 0.1, 0.0], [0.0, -0.1, 0.1], [-0.1, -0.1, 0.1], [0.0, 0.1, 0.1], [0.1, -0.1, -0.1], [0.0, 0.0, 0.0], [0.0, 0.2, -0.1], [0.0, -0.2, 0.0], [0.0, 0.0, 0.0], [-0.1, 0.0, 0.0], [0.0, 0.0, 0.0], [0.1, 0.1, 0.0], [0.0, 0.0, 0.0], [0.0, 0.0, 0.0], [-0.1, 0.1, -0.1], [0.0, 0.0, 0.0], [0.0, 0.0, 0.1], [0.0, 0.1, 0.1], [0.0, -0.1, 0.0], [0.1, 0.0, 0.0], [-0.1, -0.1, 0.0], [0.0, 0.0, 0.0], [-0.1, 0.1, 0.0], [0.0, 0.0, 0.0], [-0.1, 0.0, 0.1], [0.0, 0.0, -0.1], [0.0, 0.0, 0.0], [-0.2, -0.1, -0.1], [0.1, 0.0, 0.1], [-0.2, -0.2, -0.1], [0.0, 0.0, 0.0], [0.2, 0.2, 0.1], [0.0, 0.1, 0.1], [0.0, 0.0, -0.1], [0.0, 0.0, 0.0], [0.0, 0.0, 0.0], [0.1, 0.1, 0.0], [0.0, 0.0, 0.0], [0.0, 0.0, 0.0], [0.0, 0.0, 0.0], [0.0, 0.0, 0.0], [0.0, 0.0, 0.0], [0.1, -0.1, -0.1], [0.0, 0.0, 0.0], [-0.1, 0.0, 0.0], [0.0, 0.0, 0.0], [0.0, 0.0, 0.0], [0.2, 0.0, 0.0], [0.0, 0.0, 0.0], [0.0, 0.0, 0.0], [0.1, -0.1, -0.1], [0.0, 0.0, 0.0], [0.0, 0.0, 0.0], [0.0, 0.0, 0.0], [0.0, -0.3, 0.1], [-0.1, 0.0, 0.0], [0.0, 0.1, -0.1], [0.0, 0.2, 0.0], [0.1, 0.0, 0.0], [0.0, 0.0, 0.0], [0.0, 0.0, 0.0], [0.0, 0.0, 0.0], [0.0, 0.0, 0.0], [0.0, 0.0, 0.0], [0.1, -0.1, -0.1], [-0.1, 0.0, -0.1], [0.0, 0.0, 0.0], [0.0, 0.0, 0.0], [0.0, 0.0, 0.0], [0.1, 0.0, 0.1], [0.0, -0.2, -0.1], [0.0, 0.0, 0.0], [0.0, 0.1, 0.0], [0.0, 0.0, 0.0]]}


5.
{"formula": "C5H12N3", "method": "ωB97M-V with the def2-TZVPD basis set", "gap_ev": 11.0478, "molar_mass_g_mol": 114.17, "e_above_lowest_kj_mol": 195.5, "lumo_energy_ev": -2.66, "e_homo_ev": -13.707, "total_charge": 1, "elements": ["C", "C", "C", "C", "C", "N", "N", "N", "H", "H", "H", "H", "H", "H", "H", "H", "H", "H", "H", "H"], "positions_angstrom": [[-0.7523, -1.4918, 0.1510], [0.1136, -1.9200, 2.1917], [0.6623, -0.5810, 1.7377], [-0.5742, 1.3619, -2.4556], [0.9591, 2.6103, -1.1256], [-0.9407, -2.1902, 1.2224], [0.1967, -0.5723, 0.3291], [0.3319, 1.5317, -1.3020], [0.7523, -2.8712, 2.1584], [-0.2749, -1.7826, 3.1719], [0.2723, 0.3016, 2.2336], [1.7579, -0.5648, 1.7139], [-1.0731, 2.3814, -2.4025], [-1.2364, 0.4823, -2.4347], [-0.1449, 1.2962, -3.4905], [-1.2946, -1.4951, -0.8318], [1.7911, 2.6798, -0.3202], [0.8332, 3.4901, -1.7080], [-1.6236, -2.9443, 1.5332], [0.2442, 0.2782, -0.3720]], "forces_ev_per_a": [[0.5, 2.3, -1.4], [0.7, -1.2, 0.3], [1.1, -0.4, -1.8], [-0.5, 2.5, -0.6], [1.7, -0.7, 1.7], [-2.0, -2.6, 2.1], [-1.2, -0.4, -1.0], [0.6, -1.2, -0.7], [-0.1, 1.8, 0.2], [-0.5, -0.4, 0.9], [-0.1, -0.1, 0.4], [-0.3, 0.2, 0.3], [-0.6, -1.6, -0.8], [0.1, 0.6, 0.7], [0.5, 0.2, 1.2], [0.4, -0.5, 1.4], [-1.7, -0.2, -1.1], [-0.2, 0.7, -0.8], [1.1, 1.5, -1.6], [0.7, -0.4, 0.7]]}


6.
{"formula": "C2H4ClOP", "method": "ωB97M-V with the def2-TZVPD basis set", "gap_ev": [7.1689, 7.1684], "molar_mass_g_mol": 110.48, "e_above_lowest_kj_mol": 245.5, "lumo_energy_ev": [-2.13, -2.13], "e_homo_ev": [-9.302, -9.302], "total_charge": 0, "elements": ["C", "C", "O", "P", "Cl", "H", "H", "H", "H"], "positions_angstrom": [[-0.8490, -0.0452, -0.2690], [0.5633, -0.6242, -0.3347], [-1.0439, -0.1729, 1.1740], [0.5059, -0.3326, 1.5175], [1.2571, 2.4660, 0.2686], [-0.7548, 1.0976, -0.4048], [-1.5745, -0.7636, -0.7388], [0.6676, -1.6980, -0.4770], [1.2283, 0.0729, -0.7359]], "forces_ev_per_a": [[-0.3, -0.3, -0.5], [-0.6, -0.1, 2.5], [0.1, 0.0, 0.9], [0.3, 1.4, -1.3], [-0.4, -1.4, 0.8], [-0.7, -1.8, -0.6], [0.2, 1.7, 0.0], [0.0, 0.1, -0.6], [1.5, 0.4, -1.2]]}